Record 1
Formula: C12H19AsMnN2O6S2
Source: the Open Molecules 2025 dataset
Level of theory: ωB97M-V/def2-TZVPD

The geometry in XYZ format:
```
43
Properties=species:S:1:pos:R:3:forces:R:3:lowdin_spin:R:1
Mn 0.18300 0.45085 -0.01447 1.4 1.2 0.5 0.97
C 1.63360 -0.03796 2.48342 0.0 0.0 0.0 0.00
C 2.75506 0.52934 1.61621 0.0 0.0 0.0 0.00
N 2.34127 0.50587 0.20827 -0.3 -0.3 -0.1 0.00
C 2.88143 1.57220 -0.63502 0.0 0.0 0.0 0.00
C 2.34211 2.94213 -0.22899 0.0 0.0 0.0 0.00
S 0.56443 2.90077 0.15625 -0.1 -0.3 -0.2 0.00
C 0.57041 2.95387 1.98511 0.0 0.0 0.0 0.00
C -0.13255 1.75133 2.60178 0.0 0.0 0.0 0.00
N 0.32164 0.46723 2.05807 -0.4 0.0 0.0 0.00
H 1.60361 -1.12033 2.35738 0.0 0.0 0.0 0.00
H 1.82087 0.17269 3.54196 0.0 0.0 0.0 0.00
H 2.97501 1.55846 1.89514 0.0 0.0 0.0 0.00
H 3.67548 -0.03793 1.77987 0.0 0.0 0.0 0.00
H 2.55787 -0.38911 -0.21877 0.1 0.0 0.1 0.00
H 3.97820 1.59793 -0.62580 0.0 0.0 0.0 0.00
H 2.56077 1.34440 -1.65103 0.0 0.0 0.0 0.00
H 2.86561 3.36513 0.62807 0.0 0.0 0.0 0.00
H 2.47926 3.64198 -1.05216 0.0 0.0 0.0 0.00
H 1.60094 3.05158 2.32134 0.0 0.0 0.0 0.00
H 0.04941 3.86032 2.29128 0.0 0.0 0.0 0.00
H -0.02386 1.79081 3.69253 0.0 0.0 0.0 0.00
H -1.19547 1.81428 2.36648 0.0 0.0 0.0 0.00
H -0.39458 -0.23228 2.25848 0.0 0.0 0.1 0.00
O -2.07503 -1.17265 1.62020 0.0 -0.1 0.0 0.00
As -2.72275 -0.43342 0.12504 0.0 -0.2 0.1 0.00
O -4.31742 -0.30284 0.42300 0.0 0.2 -0.2 0.00
O -1.71587 0.89647 -0.11443 -0.2 -0.5 0.2 0.03
C -2.43941 -1.59853 -1.40836 -0.1 -0.1 0.0 0.00
C -3.64664 -1.88923 -2.03853 0.0 -0.1 0.0 0.00
C -3.68460 -2.62183 -3.21719 0.0 0.0 0.0 0.00
C -2.50908 -3.08430 -3.77909 0.0 0.0 0.0 0.00
C -1.29780 -2.81480 -3.15967 0.0 0.0 0.0 0.00
C -1.25749 -2.07222 -1.98774 0.0 0.0 -0.1 0.00
S 0.37936 -1.78816 -1.34899 -0.3 0.2 -0.2 0.00
O 1.20455 -2.87051 -1.78659 0.1 0.0 0.1 0.00
O 0.80410 -0.44153 -1.83717 -0.3 -0.1 -0.2 0.01
O 0.23277 -1.62833 0.11752 -0.1 -0.1 -0.1 -0.01
H -2.87104 -1.41652 2.11285 0.0 0.0 0.0 0.00
H -4.56024 -1.53043 -1.58077 0.0 0.0 0.0 0.00
H -4.63644 -2.82987 -3.68799 0.0 0.0 0.0 0.00
H -2.52676 -3.66224 -4.69364 0.0 0.0 0.0 0.00
H -0.37374 -3.19260 -3.57388 0.0 0.0 0.0 0.00
```
Forces are in eV/Å.

The highest occupied orbital energy (spin up / spin down) comes out at -8.3 / -7.7 eV. The net charge is 0. As for the expectation value of S²: 0.86. As for the multiplicity: 2. The calculation puts the HOMO-LUMO gap (spin up / spin down) at 8.54 / 7.98 eV.



Record 2
Formula: C12H19Cl3O2Os
Source: the Open Molecules 2025 dataset
Level of theory: ωB97M-V/def2-TZVPD

The geometry in XYZ format:
```
37
Properties=species:S:1:pos:R:3:forces:R:3:lowdin_spin:R:1
C -1.23817 -1.79955 -0.77871 -1.3 -0.1 0.8 0.08
C -1.38450 -0.71268 -1.72731 0.0 0.3 1.0 0.06
C -1.26130 0.53122 -0.98732 -1.0 -0.3 0.2 0.06
C -1.62962 -0.86963 -3.18502 0.1 -0.1 -0.1 0.03
C -1.14101 0.20964 0.40932 -0.1 -0.2 -0.9 0.06
C -1.09964 -1.22859 0.54122 -1.3 -0.3 -0.9 0.08
C -0.94156 -1.98786 1.81283 0.1 0.0 0.1 0.06
C -1.25774 -3.24967 -1.12823 -0.1 0.1 -0.1 0.12
C -1.23002 1.90003 -1.57143 0.2 0.4 -0.1 0.04
C -1.06824 1.19574 1.51843 0.2 0.1 0.3 0.02
Os 0.57947 -0.61690 -0.79433 0.7 0.5 -1.3 2.57
Cl 2.49873 3.99741 -1.13976 0.0 -0.1 0.1 0.01
Cl 1.71268 -1.53873 -2.50359 0.7 -0.2 -0.6 0.25
Cl 1.82350 3.69186 3.04061 -0.3 0.4 0.1 0.01
H -0.79259 -1.38669 -3.65457 -0.1 0.0 -0.1 0.01
H -1.73863 0.10738 -3.65189 0.0 0.0 -0.1 0.00
H -2.53363 -1.46286 -3.34757 0.0 0.1 -0.1 0.02
H -0.18916 2.23126 -1.73058 -0.5 0.1 0.0 0.01
H -1.69679 2.61291 -0.88505 0.0 0.0 -0.2 0.00
H -1.76381 1.90740 -2.52835 0.1 0.2 0.2 0.00
H -1.31414 2.19871 1.15608 0.1 -0.1 0.1 0.00
H -0.06515 1.22623 1.95766 -0.2 0.0 0.0 0.00
H -1.77179 0.91314 2.31704 0.2 0.1 -0.2 0.00
H -1.74049 -1.73300 2.51805 0.0 -0.1 -0.1 0.01
H 0.01626 -1.74751 2.28736 -0.1 -0.1 0.0 0.01
H -0.97709 -3.06231 1.61196 0.1 0.2 0.2 0.03
H -0.38428 -3.50506 -1.73877 -0.1 -0.1 0.1 0.03
H -2.15977 -3.49388 -1.70562 0.1 -0.1 0.1 0.04
H -1.23683 -3.85113 -0.21726 0.0 -0.1 -0.2 0.05
O 1.64330 -0.68706 0.72664 2.3 -0.5 1.6 0.28
H 2.27082 -1.39647 0.49965 0.2 0.2 0.6 0.03
C 3.68873 2.10324 1.87436 0.0 -0.3 -0.2 0.00
C 2.48732 2.08448 2.76677 -0.5 -2.5 0.5 0.00
O 1.96823 1.10477 3.27051 1.0 2.2 -0.8 0.00
H 3.41855 2.52464 0.88296 0.0 0.1 0.4 0.00
H 4.03108 1.06836 1.75256 -0.1 0.3 0.1 0.00
H 4.47727 2.72115 2.33138 -0.3 -0.1 -0.2 0.00
```
Forces are in eV/Å.

The highest occupied orbital energy (spin up / spin down) comes out at 2.6 / -2.4 eV. The net charge is -2. As for the expectation value of S²: 6.01. As for the multiplicity: 5. The calculation puts the HOMO-LUMO gap (spin up / spin down) at 1.89 / 6.92 eV.



Record 3
Formula: C12H19FN4SSiV
Source: the Open Molecules 2025 dataset
Level of theory: ωB97M-V/def2-TZVPD

The geometry in XYZ format:
```
39
Properties=species:S:1:pos:R:3:forces:R:3:lowdin_spin:R:1
V -1.15431 0.58549 -0.53146 -0.5 0.2 -0.1 1.37
C 2.99338 -0.29830 -2.32292 0.0 0.1 -0.1 0.00
Si 1.90105 -0.94521 -0.99197 -0.1 -0.2 0.2 -0.01
C 0.98216 -2.47753 -1.45142 -0.1 0.0 0.0 0.00
C 2.60814 -0.96666 0.72291 0.1 0.0 0.0 -0.01
N 0.53317 0.35809 -0.87408 0.6 0.1 -0.6 -0.25
C 0.77462 1.74884 -0.96245 -0.1 0.0 -0.1 -0.02
C 1.87868 2.39943 -0.37886 0.0 -0.1 0.1 -0.03
C 2.00774 3.76249 -0.47996 0.0 0.1 0.0 0.00
C 1.04432 4.52934 -1.15003 0.1 0.0 0.0 -0.05
C -0.06832 3.93475 -1.71699 -0.2 0.1 0.0 0.01
C -0.17105 2.57382 -1.60181 0.3 0.0 0.0 -0.03
F -1.31081 1.91438 -2.11334 0.0 0.1 0.1 0.00
H 3.77848 -1.03591 -2.51306 0.0 0.0 0.0 0.00
H 3.48504 0.63614 -2.04976 0.0 0.0 0.0 0.00
H 2.45058 -0.14978 -3.25866 0.0 0.0 0.0 0.00
H 1.68128 -3.20490 -1.87205 0.0 0.0 0.0 0.00
H 0.22106 -2.28884 -2.21125 0.0 -0.1 0.0 0.00
H 0.51231 -2.93870 -0.58189 0.0 0.0 0.0 0.00
H 2.65326 -1.99337 1.09120 0.0 0.0 0.0 0.00
H 2.00715 -0.38474 1.42451 0.0 0.0 0.0 0.00
H 3.62691 -0.57336 0.73452 0.0 0.0 0.0 0.00
H 2.61738 1.80499 0.14304 0.0 0.0 0.0 0.00
H 2.86179 4.25091 -0.03117 0.0 0.0 0.0 0.00
H 1.16497 5.60145 -1.22782 0.0 0.0 0.0 0.00
H -0.82809 4.50365 -2.23688 0.0 0.0 0.0 0.00
N -0.75285 0.90214 2.53862 -0.1 -0.1 -0.1 0.06
C -0.92863 0.80042 1.39979 0.1 0.4 0.9 -0.02
C -3.28077 -2.09382 3.47831 0.0 0.0 0.0 0.00
N -2.63450 -1.60813 2.25606 0.0 0.1 0.1 0.00
C -3.07090 -1.87021 1.05747 -0.1 0.2 0.0 0.01
N -4.12397 -2.64153 0.85506 0.0 0.0 -0.1 0.00
S -2.25115 -1.32365 -0.42177 -0.1 -0.7 -0.1 -0.02
H -2.75137 -1.67313 4.32674 0.0 0.0 0.0 0.00
H -3.22572 -3.18126 3.53646 0.0 0.0 0.0 0.00
H -4.32025 -1.76589 3.51814 0.0 0.0 0.0 0.00
H -1.86058 -0.95912 2.35540 0.0 0.0 0.0 0.00
H -4.60207 -3.09387 1.62056 0.0 0.0 0.0 0.00
H -4.44814 -2.83844 -0.07920 0.0 0.0 0.0 0.00
```
Forces are in eV/Å.

The highest occupied orbital energy (spin up / spin down) comes out at -16.5 / -16.3 eV. The net charge is +2. As for the expectation value of S²: 0.96. As for the multiplicity: 2. The calculation puts the HOMO-LUMO gap (spin up / spin down) at 7.48 / 8.25 eV.



Record 4
Formula: C12H19IO
Source: the Open Molecules 2025 dataset
Level of theory: ωB97M-V/def2-TZVPD

The geometry in XYZ format:
```
33
Properties=species:S:1:pos:R:3:forces:R:3:lowdin_spin:R:1
C 0.14835 -1.24062 0.40433 -0.9 -0.4 0.2 0.00
C -1.27179 -1.78933 0.86669 3.1 0.8 0.6 0.01
C -1.24773 0.24790 2.09593 -2.8 1.8 -0.8 0.00
C -0.26057 0.98187 1.18157 0.8 -0.5 1.0 0.00
C -2.20114 -0.69366 1.30309 -0.3 -1.8 1.5 0.03
C 0.69254 -0.01630 0.58940 -1.0 -2.0 -0.2 0.00
C -2.96264 -0.06394 0.16928 1.9 -1.0 3.4 0.46
C -3.56390 0.50325 -2.14843 1.4 -1.4 -0.5 0.03
C 3.25662 -0.39023 0.62844 2.2 -1.2 0.3 0.00
C 2.06511 0.83600 -1.33996 0.9 0.6 0.4 0.00
C -2.76166 -0.20691 -1.09679 1.1 -1.2 -2.7 0.22
C 2.10152 0.37459 0.20663 -2.5 2.7 -1.8 0.00
O 0.80541 -2.28064 -0.23909 1.0 0.1 0.7 0.00
I -4.63592 1.05929 0.91450 -2.9 1.8 1.4 1.17
H -1.68504 -2.24372 0.05308 -0.9 -1.6 -2.5 0.00
H -1.04152 -2.64343 1.55369 -0.3 1.0 0.0 0.00
H -0.85103 -0.35243 2.88738 0.7 0.0 0.5 0.00
H -1.94448 1.01708 2.46796 0.5 -0.1 0.6 0.00
H -0.81806 1.55183 0.43883 0.0 0.0 -0.2 0.00
H 0.35152 1.70541 1.74001 -0.4 0.0 0.1 0.00
H -3.00189 -1.24677 2.01976 1.6 1.7 -1.3 0.01
H -3.82344 -0.21290 -2.95814 0.2 0.5 0.3 0.01
H -2.73105 1.15669 -2.50456 -1.4 0.4 -0.4 0.01
H -4.49004 0.89471 -1.71877 0.6 0.6 -0.5 0.00
H 4.13734 0.31764 0.59734 -0.6 -1.1 0.0 0.00
H 3.43234 -1.21398 -0.08894 0.3 0.1 0.5 0.00
H 3.16311 -0.77920 1.66978 0.1 0.2 -0.7 0.00
H 1.10695 0.51395 -1.78667 0.7 0.0 0.0 0.00
H 2.97529 0.49769 -1.95545 -1.4 0.4 0.9 0.00
H 2.06246 1.97586 -1.29862 0.0 -1.4 -0.5 0.00
H 1.68516 -2.33847 0.18017 -0.4 -0.1 -0.6 0.00
H -1.85849 -0.84671 -1.36718 -1.1 0.7 -0.5 0.03
H 2.23316 1.33372 0.69358 -0.2 0.3 0.4 0.00
```
Forces are in eV/Å.

The highest occupied orbital energy (spin up / spin down) comes out at -4.7 / -8.4 eV. The net charge is 0. As for the expectation value of S²: 2.01. As for the multiplicity: 3. The calculation puts the HOMO-LUMO gap (spin up / spin down) at 5.43 / 5.28 eV.



Record 5
Formula: C12H19N2O
Source: the Open Molecules 2025 dataset
Level of theory: ωB97M-V/def2-TZVPD

The geometry in XYZ format:
```
34
Properties=species:S:1:pos:R:3:forces:R:3:nbo_charge:R:1
C -0.14189 -2.76609 -2.42139 -0.2 0.4 -3.2 -0.60
C 0.69870 -2.86770 -1.17743 -0.3 -1.7 -0.6 -0.45
C 0.20318 -2.04346 -0.06465 1.3 0.8 -0.9 0.01
C -0.25133 -2.57506 1.10355 -0.2 2.4 -0.3 -0.17
C -0.62084 -1.76330 2.13675 0.3 -0.6 0.1 -0.18
C -0.58042 -0.39956 2.02503 0.3 0.6 -0.1 -0.21
C -0.22883 0.19247 0.79316 1.2 -3.2 -0.1 0.06
N -0.18210 1.60823 0.60973 -2.5 2.8 1.5 -0.19
N -1.36122 2.40622 1.57478 4.3 1.3 -4.4 -0.53
C 1.17526 2.17486 0.99630 1.2 0.7 0.0 -0.24
C 2.37246 1.65544 0.22767 1.8 -2.5 -0.2 -0.65
C -0.58253 2.02550 -0.82078 0.3 0.6 -1.3 0.76
C -2.00422 1.91493 -1.28576 1.1 -2.9 -1.0 -0.73
O 0.29285 2.47960 -1.47292 -0.1 0.1 0.0 -0.46
C 0.33425 -0.66651 -0.22936 -2.2 2.7 -0.5 -0.21
H -0.32514 -1.69592 -2.69945 -0.2 -0.7 0.5 0.19
H -1.15157 -3.31674 -2.50132 1.8 0.6 0.3 0.23
H 0.60243 -3.02498 -3.28624 -1.9 -0.3 1.2 0.23
H 1.65691 -2.53066 -1.54072 0.6 0.1 0.5 0.23
H 0.76871 -3.94780 -0.93133 0.2 0.7 0.2 0.23
H -0.27357 -3.57059 1.25753 -0.1 -3.3 0.2 0.22
H -0.83845 -2.29805 3.04050 -0.3 0.5 0.6 0.24
H -0.67684 0.07111 2.99039 -0.4 0.9 -0.2 0.23
H -2.20463 1.97499 1.42253 -2.3 -1.9 -0.5 0.36
H -1.02881 2.24209 2.45466 1.1 -0.7 2.9 0.36
H 1.33653 3.25344 1.01508 -1.5 0.2 -0.4 0.26
H 1.31005 1.87716 2.00334 -0.1 -0.5 1.2 0.22
H 3.37554 2.06730 0.62915 -1.9 0.1 -0.8 0.27
H 2.55737 0.56020 0.50774 -0.5 1.2 -0.7 0.22
H 2.24492 1.72366 -0.89206 0.6 0.2 1.5 0.25
H -2.55938 2.33751 -0.53629 -2.0 1.5 1.2 0.24
H -2.17095 2.23157 -2.32141 0.4 0.7 0.6 0.29
H -2.33182 0.85154 -1.33745 0.4 0.4 0.4 0.27
H 0.58542 -0.18140 -1.26934 -0.2 -1.2 2.2 0.24
```
Forces are in eV/Å.

The highest occupied orbital energy comes out at -13.0 eV. The net charge is +1. As for the SMILES: CCc1cccc([N@@+](N)(CC)C(C)=O)c1. The calculation puts the HOMO-LUMO gap at 9.21 eV.



Record 6
Formula: C12H19N4O5RuSe3
Source: the Open Molecules 2025 dataset
Level of theory: ωB97M-V/def2-TZVPD

The geometry in XYZ format:
```
44
Properties=species:S:1:pos:R:3:forces:R:3:lowdin_spin:R:1
Ru -0.63018 0.43273 0.31662 -0.1 0.9 1.3 2.47
O -0.80749 -2.47856 1.79191 0.4 -0.5 0.1 0.08
C -1.96323 -3.16530 2.21951 -0.5 -0.1 0.1 0.00
C -3.18794 -2.38881 1.71812 0.3 0.0 0.2 0.02
C -4.49657 -3.12081 2.16157 0.3 0.2 -0.5 0.00
O -4.64278 -3.16412 3.55005 0.0 -0.1 0.6 0.00
C -3.25819 -1.01067 2.37150 0.0 0.0 -0.1 0.05
Se -1.63176 0.08747 2.42131 -0.4 0.3 -0.2 0.36
C -3.18147 -2.29855 0.19322 0.1 0.3 0.1 0.07
Se -1.57441 -1.46907 -0.64390 -0.7 -0.9 -0.1 0.60
H -0.01698 -2.96202 2.05681 0.1 0.0 0.0 0.00
H -1.99179 -3.20903 3.31531 0.0 -0.1 -0.1 0.00
H -1.97302 -4.18168 1.80715 -0.1 0.0 0.1 0.00
H -4.53911 -4.11870 1.71406 0.0 0.0 0.0 0.00
H -5.34594 -2.53851 1.79604 0.0 -0.1 -0.1 0.00
H -4.22113 -3.94238 3.92758 0.0 0.0 -0.1 0.00
H -3.54243 -1.14768 3.41944 0.1 0.2 -0.1 0.00
H -4.02657 -0.41048 1.87913 0.1 0.0 0.1 0.01
H -4.04343 -1.72500 -0.15334 0.0 0.0 0.0 0.01
H -3.23854 -3.29798 -0.24461 0.1 0.1 -0.1 0.00
N 0.17880 2.27183 1.42394 -0.6 0.1 -0.3 0.01
C 1.54718 1.96686 1.86086 0.8 -0.4 -0.2 0.00
C 2.08783 0.85979 0.90194 0.7 1.0 0.7 0.01
O 2.98661 1.12262 0.10829 0.4 0.1 0.2 0.01
O 1.48738 -0.24757 0.99747 -0.9 -0.7 -0.2 0.09
H 0.19783 2.96042 0.66616 0.0 -0.2 0.3 0.00
H -0.37342 2.66449 2.19027 0.1 -0.2 -0.3 0.00
H 1.51854 1.55994 2.87698 0.0 0.1 -0.2 0.00
H 2.19647 2.84584 1.82516 -0.1 -0.1 0.0 0.00
O 1.12405 -1.13488 -1.51145 0.3 -0.3 0.1 0.02
H 1.56133 -1.08254 -0.63085 -0.1 0.0 -0.1 0.00
H 1.35447 -1.98769 -1.88929 0.0 -0.1 0.0 0.00
Se 2.17024 1.37544 -2.22686 0.1 0.2 -0.4 0.01
N 1.24915 1.43809 -3.69506 0.1 0.1 -1.0 0.02
C -0.04600 1.58231 -3.43823 0.1 -0.1 1.0 0.00
C -1.14414 1.65001 -4.31086 -0.5 0.0 0.0 0.01
C -2.38890 1.80368 -3.74333 0.3 0.0 -0.7 0.00
C -2.56069 1.84047 -2.35140 0.4 0.0 0.6 0.02
N -1.55741 1.75949 -1.49723 -0.5 0.2 0.1 0.07
C -0.32952 1.66101 -2.03515 0.7 0.3 -0.9 0.01
N 0.73645 1.59040 -1.24228 -0.9 -0.1 0.6 0.04
H -0.99566 1.57233 -5.37575 -0.1 0.1 -0.1 0.00
H -3.26550 1.90143 -4.36187 -0.1 0.0 -0.1 0.00
H -3.54517 1.94883 -1.91760 -0.1 -0.1 0.0 0.00
```
Forces are in eV/Å.

The highest occupied orbital energy (spin up / spin down) comes out at -11.5 / -11.8 eV. The net charge is +1. As for the expectation value of S²: 6.03. As for the multiplicity: 5. The calculation puts the HOMO-LUMO gap (spin up / spin down) at 7.31 / 6.67 eV.



Short version: strongest force on any atom = 0.038 0.055 0.019 0.079 0.121 0.030 hartree/bohr, in the order given.